Record 1
A 2-piece molecular cluster, C6H9N2O2 overall at a distorted geometry, computed with ωB97M-V/def2-TZVPD.

XYZ file:
```
19
C6H9N2O2, DFT ωB97M-V/def2-TZVPD
C 2.432 -1.959 1.399
C 1.788 -2.061 -0.123
O 1.593 -0.996 -0.725
O 1.713 -3.231 -0.498
H 2.459 -3.018 1.663
H 1.833 -1.419 2.147
H 3.239 -1.257 1.370
C -3.286 2.470 -0.117
C 0.009 1.120 0.621
C -1.434 0.900 -1.015
C -2.028 1.631 0.003
N -0.126 0.635 -0.647
N -1.019 1.837 1.016
H 0.718 0.210 -1.148
H 0.914 0.768 1.164
H -1.718 0.622 -2.082
H -4.011 1.751 -0.403
H -3.385 3.082 -1.028
H -3.373 3.163 0.918
```

As for the energy above the lowest of the compared OMol25 structures with the same formula, charge and spin: 2.279 eV. Its HOMO energy is -4.654 eV. The calculation puts the total energy at -13443.4842 eV. The LUMO energy comes out at 3.60 eV. The total charge is -1. Its spin multiplicity is 1.


Record 2
A 8-piece molecular cluster, C8H32O8 overall at a distorted geometry, computed with ωB97M-V/def2-TZVPD.

XYZ file:
```
48
C8H32O8, DFT ωB97M-V/def2-TZVPD
C -0.435 1.690 3.724
O 0.611 1.544 2.774
H -1.225 1.019 3.389
H -0.141 1.497 4.755
H -0.855 2.700 3.691
H 1.242 2.266 2.803
C 0.716 -0.530 -4.759
O 0.186 -0.905 -3.505
H 1.605 -1.138 -4.944
H 0.021 -0.732 -5.575
H 1.095 0.497 -4.771
H -0.699 -0.519 -3.420
C -2.664 -1.675 2.426
O -1.805 -2.686 1.929
H -2.369 -1.360 3.433
H -2.633 -0.850 1.708
H -3.674 -2.080 2.487
H -0.992 -2.257 1.631
C 0.856 2.900 -2.537
O 1.920 3.584 -1.881
H 0.537 2.057 -1.922
H 0.021 3.558 -2.762
H 1.225 2.511 -3.491
H 2.499 2.925 -1.494
C 0.594 -1.850 4.751
O 0.249 -1.189 5.965
H -0.013 -1.506 3.908
H 1.629 -1.652 4.486
H 0.404 -2.923 4.813
H -0.704 -1.068 5.965
C 3.127 -1.854 -1.280
O 2.181 -2.633 -2.004
H 2.712 -1.436 -0.358
H 4.006 -2.447 -1.036
H 3.505 -0.982 -1.826
H 1.568 -1.970 -2.354
C 0.015 -0.187 -0.098
O 0.233 -0.799 1.166
H -0.241 -0.889 -0.891
H -0.865 0.463 -0.052
H 0.895 0.374 -0.418
H 0.403 -0.060 1.768
C -2.366 1.738 -2.873
O -2.225 0.363 -2.570
H -1.708 2.069 -3.673
H -3.380 1.955 -3.228
H -2.192 2.314 -1.960
H -2.868 0.151 -1.889
```

As for the energy above the lowest of the compared OMol25 structures with the same formula, charge and spin: 3.312 eV. Its HOMO energy is -9.816 eV. The calculation puts the total energy at -25191.4872 eV. The LUMO energy comes out at 0.21 eV. The total charge is 0. Its spin multiplicity is 1.


Record 3
C20H19I2N4O3Zn as an isolated structure, computed with ωB97M-V/def2-TZVPD.

XYZ file:
```
49
C20H19I2N4O3Zn, DFT ωB97M-V/def2-TZVPD
Zn -0.017 0.404 -0.457
O -2.514 1.265 -3.609
C -1.717 0.840 -2.810
N -1.253 1.415 -1.656
C -1.354 2.761 -1.422
O -2.103 3.569 -1.915
C -0.294 3.240 -0.430
C -0.263 4.578 -0.081
C 0.725 5.025 0.780
C 1.659 4.118 1.257
C 1.559 2.798 0.865
N 0.603 2.358 0.042
C -1.013 -0.484 -3.085
C -1.317 -1.201 -4.231
C -0.620 -2.368 -4.489
C 0.356 -2.785 -3.593
C 0.588 -2.021 -2.466
N -0.082 -0.893 -2.215
H -1.013 5.233 -0.501
H 0.772 6.067 1.068
H 2.452 4.419 1.928
H 2.274 2.070 1.224
H -2.081 -0.816 -4.891
H -0.830 -2.947 -5.379
H 0.930 -3.685 -3.765
H 1.333 -2.314 -1.735
O -1.654 0.460 1.047
C -1.886 -0.412 2.166
C -2.156 -1.842 1.741
C -1.122 -2.354 0.726
C 0.310 -2.121 1.140
C 0.969 -3.025 1.963
C 2.286 -2.803 2.323
C 2.935 -1.678 1.836
C 2.224 -0.816 1.031
N 0.940 -1.015 0.698
H -2.480 0.664 0.590
H -2.695 -0.017 2.781
H -0.969 -0.379 2.753
H -3.150 -1.927 1.298
H -2.155 -2.467 2.637
H -1.291 -1.882 -0.240
H -1.274 -3.424 0.578
H 0.442 -3.907 2.305
H 2.805 -3.506 2.962
H 3.968 -1.469 2.074
H 2.696 0.068 0.620
I 1.024 1.100 4.141
I 3.455 2.105 4.394
```

As for the energy above the lowest of the compared OMol25 structures with the same formula, charge and spin: 0.000 eV. Its HOMO energy is -11.859 eV. The calculation puts the total energy at -97768.4507 eV. The LUMO energy comes out at -4.33 eV. The total charge is +1. Its spin multiplicity is 1.